# 1
This record from the OMol25 dataset describes a molecular structure, C40H42AsN9O7S4Tc at a distorted geometry. The level of theory is the ωB97M-V functional and the def2-TZVPD basis.

Structure (XYZ):
```
104
C40H42AsN9O7S4Tc (the ωB97M-V functional and the def2-TZVPD basis)
Tc 0.20 -0.29 0.10
C -0.34 5.02 4.56
C 0.34 5.30 3.21
C 1.79 5.77 3.45
C -0.42 6.40 2.48
C 0.37 4.00 2.42
C 1.09 2.90 2.88
C 1.10 1.73 2.17
N 0.43 1.59 1.02
C -0.28 2.63 0.55
C -0.32 3.84 1.22
C -1.02 2.35 -0.69
C -1.65 3.30 -1.45
C -2.25 2.94 -2.66
C -2.16 1.61 -3.04
C -1.53 0.69 -2.21
N -0.99 1.05 -1.05
C -2.98 3.99 -3.49
C -4.15 4.53 -2.66
C -3.52 3.42 -4.80
C -2.00 5.14 -3.81
H -0.35 5.94 5.16
H 0.18 4.26 5.13
H -1.37 4.70 4.42
H 1.77 6.71 3.99
H 2.31 5.92 2.50
H 2.36 5.05 4.04
H -0.38 7.32 3.08
H -1.47 6.15 2.34
H 0.02 6.63 1.51
H 1.64 2.95 3.81
H 1.65 0.88 2.51
H -0.91 4.64 0.80
H -1.64 4.33 -1.12
H -2.57 1.25 -3.97
H -1.47 -0.35 -2.46
H -4.84 3.73 -2.38
H -4.70 5.27 -3.24
H -3.81 5.01 -1.74
H -4.24 2.62 -4.62
H -2.72 3.05 -5.44
H -4.04 4.21 -5.34
H -1.64 5.64 -2.91
H -2.51 5.88 -4.43
H -1.14 4.77 -4.37
O -4.47 -2.68 -0.97
As -2.83 -2.56 -0.29
O -2.91 -2.74 1.34
O -2.25 -1.09 -0.87
C -2.10 -4.18 -1.08
C -3.03 -5.09 -1.59
C -2.65 -6.37 -1.94
C -1.33 -6.78 -1.80
C -0.39 -5.89 -1.30
C -0.78 -4.61 -0.93
S 0.52 -3.63 -0.23
O 0.51 -3.83 1.20
O 1.73 -3.93 -0.93
O 0.03 -2.21 -0.54
H -5.05 -2.37 -0.27
H -4.06 -4.77 -1.70
H -3.39 -7.06 -2.33
H -1.04 -7.78 -2.08
H 0.65 -6.18 -1.20
O 1.38 0.04 -1.47
N 1.10 -0.31 -2.71
C 1.97 0.14 -3.54
C 3.08 0.98 -3.14
N 3.94 1.66 -2.81
C 1.78 -0.15 -4.94
N 1.65 -0.33 -6.06
S 4.64 -0.91 6.11
C 4.20 -0.63 4.54
S 3.31 -1.80 3.62
C 3.18 -0.70 2.28
N 3.77 0.43 2.49
N 4.36 0.47 3.74
C 5.12 1.66 4.00
C 4.88 2.78 3.22
C 5.59 3.95 3.43
C 6.56 4.01 4.43
C 6.80 2.88 5.20
C 6.10 1.70 4.98
S 2.42 -1.20 0.80
H 4.15 2.73 2.42
H 5.41 4.81 2.81
H 7.11 4.92 4.60
H 7.57 2.90 5.96
H 6.32 0.82 5.57
C -0.24 -2.81 4.88
C -0.69 -1.81 3.88
C -1.66 -0.82 3.94
C -1.67 -0.21 2.69
N -0.72 -0.76 1.92
N -0.11 -1.71 2.68
C -2.61 0.84 2.19
H -1.02 -2.99 5.61
H 0.65 -2.46 5.40
H 0.01 -3.76 4.39
H -2.32 -0.61 4.76
H 0.35 -2.48 2.19
H -3.52 0.81 2.79
H -2.85 0.64 1.15
H -2.18 1.85 2.28
```

Properties
gap between HOMO and LUMO (spin up / spin down)	0.255 / 0.216	hartree
molar mass	1062.0	g/mol
strongest force on any atom	0.0331	Eh/bohr
⟨S²⟩	3.78
spin multiplicity	4
electronic energy	-6478.22710	Ha

Atomic partial charges in e from the Löwdin method, atoms 1 to 99: 1.632, -0.031, -0.553, -0.035, -0.059, -0.128, 0.027, -0.080, -0.021, -0.182, 0.062, -0.183, 0.055, -0.131, 0.052, -0.108, -0.036, -0.556, -0.036, -0.060, -0.038, 0.092, 0.086, 0.093, 0.091, 0.096, 0.077, 0.091, 0.089, 0.093, 0.125, 0.064, 0.107, 0.112, 0.119, 0.101, 0.096, 0.090, 0.080, 0.091, 0.094, 0.089, 0.077, 0.090, 0.096, -0.266, 0.887, -0.456, -0.526, -0.212, -0.079, -0.067, -0.066, -0.055, -0.257, 0.495, -0.321, -0.278, -0.566, 0.038, 0.094, 0.106, 0.108, 0.116, -0.415, 0.039, -0.279, -0.156, 0.183, -0.160, 0.167, 0.612, -1.086, 1.007, -1.046, 0.009, -0.117, -0.182, -0.034, -0.086, -0.090, -0.073, -0.046, 0.712, 0.096, 0.103, 0.102, 0.107, 0.039, 0.004, -0.267, 0.033, -0.323, -0.097, 0.054, -0.002, 0.087, 0.075, 0.093

# 2
This record from the OMol25 dataset describes a molecular structure, C40H42AsNP4S4Ta at a distorted geometry. The level of theory is the ωB97M-V functional and the def2-TZVPD basis.

Structure (XYZ):
```
93
C40H42AsNP4S4Ta (the ωB97M-V functional and the def2-TZVPD basis)
Ta -0.30 0.02 0.34
C -2.29 2.76 0.48
P -1.15 1.99 1.73
C -0.11 3.36 2.32
C -0.63 4.63 2.54
C 0.19 5.62 3.04
C 1.52 5.35 3.34
C 2.03 4.08 3.14
C 1.22 3.08 2.62
C -2.08 1.53 3.22
C -1.32 0.93 4.23
C -1.93 0.56 5.42
C -3.29 0.79 5.61
C -4.03 1.39 4.61
C -3.43 1.77 3.41
C -1.59 2.61 -0.84
C -1.52 3.44 -1.93
C -0.52 2.91 -2.79
C -0.02 1.78 -2.20
C 1.21 0.96 -2.42
P 1.91 0.93 -0.70
C 3.38 -0.12 -0.59
C 4.04 -0.10 0.64
C 5.11 -0.95 0.87
C 5.53 -1.81 -0.13
C 4.88 -1.83 -1.36
C 3.80 -0.98 -1.60
C 2.58 2.62 -0.63
C 3.91 2.84 -0.98
C 4.39 4.14 -1.08
C 3.54 5.22 -0.83
C 2.22 4.99 -0.47
C 1.74 3.70 -0.38
N -0.69 1.57 -1.00
H -3.25 2.24 0.51
H -2.46 3.81 0.70
H -1.67 4.85 2.33
H -0.21 6.62 3.20
H 2.15 6.13 3.75
H 3.06 3.85 3.38
H 1.62 2.09 2.45
H -0.26 0.77 4.10
H -1.34 0.10 6.20
H -3.76 0.50 6.54
H -5.09 1.59 4.76
H -4.02 2.26 2.65
H -2.08 4.35 -2.07
H -0.19 3.34 -3.73
H 0.99 -0.06 -2.75
H 1.89 1.43 -3.13
H 3.71 0.57 1.42
H 5.61 -0.94 1.83
H 6.37 -2.48 0.04
H 5.22 -2.50 -2.14
H 3.32 -0.99 -2.57
H 4.57 2.01 -1.17
H 5.42 4.31 -1.35
H 3.92 6.23 -0.92
H 1.57 5.83 -0.27
H 0.71 3.53 -0.10
S 3.77 -2.62 4.08
As 2.66 -0.89 4.02
S 1.29 -1.20 1.63
S -0.64 -1.61 2.04
S 3.75 0.86 4.31
C -0.50 -2.32 -3.07
P -0.28 -2.17 -1.25
C 1.10 -3.33 -0.95
C -1.76 -3.10 -0.72
C -1.78 -4.49 -0.77
C -2.92 -5.19 -0.41
C -4.05 -4.50 -0.01
C -4.04 -3.11 0.04
C -2.90 -2.40 -0.31
P -2.81 -0.57 -0.20
C -4.35 -0.17 0.70
C -3.26 -0.01 -1.89
H -0.63 -3.37 -3.30
H 0.38 -1.95 -3.61
H -1.37 -1.76 -3.40
H 1.07 -4.14 -1.68
H 1.03 -3.73 0.06
H 2.04 -2.80 -1.04
H -0.90 -5.04 -1.07
H -2.92 -6.27 -0.43
H -4.95 -5.03 0.28
H -4.93 -2.61 0.37
H -4.31 -0.58 1.71
H -5.19 -0.59 0.15
H -4.50 0.90 0.76
H -3.95 -0.72 -2.35
H -2.37 0.10 -2.51
H -3.74 0.97 -1.83
```

Properties
gap between HOMO and LUMO	0.158	hartree
molar mass	1044.8	g/mol
strongest force on any atom	0.0307	Eh/bohr
total charge	+1
electronic energy	-6855.08173	Ha

How positive or negative is each atom? The Löwdin charges in e answer that: 0.632, -0.242, 0.973, -0.363, -0.077, -0.065, -0.056, -0.064, -0.128, -0.367, -0.124, -0.054, -0.062, -0.070, -0.099, -0.415, -0.025, -0.024, -0.403, -0.231, 0.979, -0.429, -0.175, -0.062, -0.049, -0.071, -0.110, -0.318, -0.068, -0.061, -0.061, -0.055, -0.096, -0.253, 0.039, 0.089, 0.103, 0.111, 0.113, 0.095, 0.053, 0.081, 0.116, 0.112, 0.110, 0.097, 0.112, 0.113, 0.034, 0.109, 0.049, 0.105, 0.114, 0.111, 0.104, 0.107, 0.111, 0.111, 0.113, 0.077, -0.105, -0.027, 0.012, 0.166, -0.088, -0.215, 0.816, -0.248, -0.420, -0.073, -0.047, -0.050, -0.071, -0.399, 0.823, -0.230, -0.218, 0.057, 0.044, 0.041, 0.055, 0.050, 0.019, 0.105, 0.117, 0.116, 0.094, 0.062, 0.055, 0.022, 0.063, 0.024, 0.055